Computed, not measured: a molecular structure, C50H68F2N4O5PRu, with ωB97M-V with the def2-TZVPD basis set.

Computed properties:
Spin multiplicity: 6
⟨S²⟩: 8.757
HOMO level (spin up / spin down), Eh: -0.22755 / -0.28373
Max |F|, eV Å⁻¹: 1.25
E_tot, hartree: -3177.1855
HOMO-LUMO gap (spin up / spin down), eV: 6.1 / 7.3
Energy above the lowest of the compared OMol25 structures with the same formula, charge and spin, kcal/mol: 0.0

CARTESIAN COORDINATES (ANGSTROEM)
Ru 0.54601 -0.11433 0.95258
C -5.45872 -3.22368 -2.11729
C -4.90839 -3.62701 -0.75103
C -4.59087 -5.12757 -0.76926
C -5.97861 -3.33934 0.31187
C -3.63968 -2.85843 -0.40017
C -3.05376 -1.92762 -1.24992
C -1.90098 -1.27379 -0.85044
N -1.31186 -1.48875 0.31578
C -1.85364 -2.38319 1.15461
C -3.00994 -3.07795 0.82190
C -1.14138 -2.56709 2.44056
C -1.57504 -3.46452 3.40397
C -0.86623 -3.61179 4.59443
C 0.27214 -2.83199 4.73851
C 0.64201 -1.95019 3.73470
N -0.04814 -1.81040 2.60906
C -1.35014 -4.59848 5.64841
C -0.46946 -4.57947 6.89622
C -1.32737 -6.01151 5.05046
C -2.78440 -4.23483 6.05721
H -6.37068 -3.78561 -2.32239
H -4.75045 -3.43877 -2.91913
H -5.70912 -2.16241 -2.15315
H -5.48649 -5.69263 -1.03256
H -4.25046 -5.47810 0.20533
H -3.81409 -5.35727 -1.49994
H -6.89275 -3.88534 0.07323
H -6.21571 -2.27545 0.35164
H -5.65680 -3.64959 1.30599
H -3.47276 -1.69459 -2.21799
H -1.42165 -0.53296 -1.47304
H -3.42916 -3.79386 1.51134
H -2.46281 -4.05372 3.23845
H 0.88826 -2.88455 5.62369
H 1.51624 -1.31844 3.80998
H 0.55560 -4.87749 6.67172
H -0.86522 -5.28431 7.62843
H -0.44761 -3.59369 7.36227
H -0.31971 -6.28674 4.73694
H -1.98534 -6.09416 4.18521
H -1.66243 -6.73459 5.79590
H -2.83425 -3.21783 6.44743
H -3.13195 -4.91735 6.83443
H -3.47631 -4.30787 5.21809
O 1.81211 -1.80189 0.06491
N 2.99389 -1.57175 -0.34019
N 3.26093 -0.31974 -0.44423
O 2.38931 0.61110 -0.20046
C 4.56226 0.08318 -0.86067
C 4.86256 1.43607 -0.77397
C 6.11994 1.86275 -1.17444
C 7.05251 0.95244 -1.64879
C 6.73164 -0.39841 -1.71981
C 5.48306 -0.84904 -1.32539
H 4.12216 2.11333 -0.37386
H 6.36830 2.91402 -1.10475
H 8.03173 1.29106 -1.95925
H 7.45901 -1.11120 -2.08466
H 5.22472 -1.89535 -1.37363
O -0.01203 1.28856 -0.87022
P -0.02388 1.91191 -2.23565
C -1.69621 2.56637 -2.64877
C -2.65665 2.37184 -1.46757
C -4.10084 2.50985 -1.95326
C -4.23796 3.57516 -3.05233
C -3.15638 4.63698 -2.90038
C -1.75526 4.03710 -3.10476
C 0.56147 0.80406 -3.60196
C -0.41590 0.53727 -4.75267
C -1.37433 -0.58925 -4.39631
C -0.60859 -1.91622 -4.22611
C 0.88323 -1.69594 -3.94565
C 1.10410 -0.52012 -3.00574
C 1.28445 3.18305 -2.19273
C 1.19240 4.02267 -0.91337
C 2.43074 4.90510 -0.76028
C 2.83072 5.62182 -2.06777
C 1.75912 5.48998 -3.14353
C 1.51671 4.01909 -3.47163
H -2.07200 1.95085 -3.47347
H -2.42659 3.11615 -0.70202
H -2.50380 1.42004 -0.96791
H -4.74022 2.75779 -1.10329
H -4.45172 1.54391 -2.33052
H -5.23132 4.02635 -3.02436
H -4.14372 3.11458 -4.04148
H -3.22972 5.08621 -1.90660
H -3.30665 5.44899 -3.61463
H -1.02244 4.63438 -2.55839
H -1.48236 4.10655 -4.16224
H 1.40542 1.36309 -4.01896
H 0.16138 0.24759 -5.63467
H -0.94613 1.44794 -5.04519
H -2.15392 -0.69173 -5.15469
H -1.89291 -0.32371 -3.47185
H -0.72144 -2.52235 -5.12762
H -1.04965 -2.49787 -3.41152
H 1.42180 -1.53008 -4.88281
H 1.31333 -2.59638 -3.50369
H 2.16393 -0.40497 -2.77519
H 0.62758 -0.73475 -2.04722
H 2.15602 2.52659 -2.04813
H 1.11177 3.36014 -0.05173
H 0.28772 4.64177 -0.92584
H 3.25609 4.28081 -0.41144
H 2.25088 5.62744 0.03741
H 3.75732 5.18976 -2.45964
H 3.04629 6.67490 -1.87804
H 2.05764 6.02539 -4.04773
H 0.82923 5.95612 -2.80420
H 2.39722 3.63109 -3.99284
H 0.68832 3.92510 -4.17907
F -0.69716 1.49263 3.21794
C -0.63963 1.59570 1.83613
F -1.97396 1.45118 1.42204
H -0.35169 2.62483 1.60300
O 2.23422 2.40770 1.99842
C 2.57127 1.40153 2.61054
O 2.04095 0.22735 2.50569
C 3.72845 1.47248 3.58003
C 3.72516 0.75649 4.77054
C 4.79242 0.85224 5.64906
C 5.88512 1.64573 5.32952
C 5.89740 2.35615 4.13803
C 4.81601 2.28122 3.27437
H 2.87417 0.13163 5.00720
H 4.77508 0.30545 6.58335
H 6.72492 1.71248 6.00965
H 6.74867 2.97572 3.88549
H 4.79628 2.85115 2.35443

Cartesian forces, eV/Å:
Ru 0.59 1.10 -0.07
C -0.01 0.00 -0.03
C 0.01 0.05 0.01
C -0.01 -0.03 0.02
C 0.00 -0.02 -0.01
C 0.01 0.05 -0.07
C 0.00 -0.02 0.01
C -0.12 -0.06 0.04
N -0.03 -0.12 0.08
C -0.16 0.07 -0.25
C 0.19 0.16 -0.04
C 0.07 -0.04 0.15
C 0.17 0.15 -0.03
C 0.06 0.04 -0.03
C 0.00 -0.01 0.06
C -0.02 0.03 -0.06
N -0.14 -0.18 0.06
C -0.01 0.02 0.01
C 0.02 -0.02 0.02
C -0.01 -0.02 0.03
C 0.00 -0.02 0.00
H 0.00 -0.01 0.01
H 0.02 -0.01 -0.01
H -0.01 0.02 0.00
H -0.01 -0.01 0.00
H 0.01 -0.01 0.01
H 0.01 0.01 -0.02
H -0.01 0.00 -0.01
H 0.01 0.02 -0.01
H 0.01 -0.01 0.02
H -0.01 -0.01 -0.01
H -0.04 0.01 -0.02
H 0.01 -0.01 0.04
H -0.04 -0.02 -0.03
H -0.01 -0.01 0.01
H 0.02 -0.01 0.04
H 0.02 0.00 -0.01
H 0.00 -0.01 0.00
H -0.01 0.02 0.00
H 0.02 0.00 -0.01
H -0.01 0.00 -0.02
H -0.01 -0.01 0.01
H 0.01 0.02 0.01
H 0.00 -0.01 0.01
H -0.01 0.01 -0.02
O -0.07 -0.27 -0.16
N 0.22 0.28 0.06
N -0.27 -0.45 0.13
O -0.17 -0.25 -0.08
C 0.09 0.01 0.02
C 0.10 -0.17 -0.03
C 0.01 0.00 0.00
C 0.02 0.01 -0.01
C -0.03 0.03 0.01
C 0.07 0.18 -0.04
H -0.03 0.00 0.00
H 0.02 0.00 -0.01
H 0.02 0.01 0.00
H 0.02 0.01 -0.01
H -0.04 -0.01 0.01
O -0.88 -0.60 -0.19
P 0.65 0.51 -0.06
C -0.09 -0.06 0.01
C 0.12 0.02 0.08
C -0.06 -0.03 -0.01
C -0.05 0.00 -0.05
C -0.01 0.08 -0.02
C 0.12 0.07 -0.09
C 0.09 0.00 0.00
C -0.06 0.12 -0.08
C -0.04 -0.04 -0.09
C -0.03 -0.06 0.00
C 0.02 -0.07 -0.02
C 0.02 0.06 0.07
C 0.00 -0.11 0.08
C -0.12 0.06 0.00
C 0.03 0.00 0.06
C 0.07 0.02 0.00
C -0.04 0.06 -0.04
C -0.05 -0.08 -0.14
H 0.05 -0.02 0.10
H -0.01 0.03 0.01
H -0.01 -0.05 -0.02
H 0.01 0.02 0.00
H 0.00 0.01 0.00
H 0.01 0.01 0.00
H 0.02 -0.01 0.01
H 0.00 -0.03 0.02
H -0.01 0.00 0.02
H -0.05 -0.02 -0.04
H -0.02 -0.02 0.03
H -0.02 -0.01 0.02
H 0.01 -0.01 -0.01
H 0.01 -0.04 0.04
H 0.03 0.01 0.00
H -0.04 0.01 0.07
H 0.01 0.00 0.00
H 0.01 0.03 0.00
H -0.01 0.02 -0.01
H 0.00 0.00 0.00
H -0.02 -0.01 -0.01
H 0.01 -0.02 -0.05
H -0.07 -0.02 0.05
H 0.04 0.01 0.01
H 0.05 -0.01 0.01
H -0.01 -0.01 0.02
H -0.01 0.01 -0.01
H -0.01 0.00 0.00
H -0.01 0.00 0.00
H 0.00 -0.02 0.00
H 0.00 0.01 0.01
H -0.01 0.02 0.01
H 0.01 0.02 0.01
F 0.01 0.07 0.05
C -0.16 -0.38 0.11
F -0.15 0.06 0.03
H 0.03 -0.10 0.00
O 0.03 -0.04 -0.04
C 0.07 0.01 0.04
O 0.00 0.04 0.26
C -0.01 0.04 -0.05
C -0.03 -0.06 -0.08
C 0.02 0.00 0.03
C 0.04 -0.01 0.04
C 0.02 0.03 -0.02
C -0.04 0.03 0.00
H -0.01 -0.01 0.01
H 0.00 -0.01 0.01
H 0.00 0.00 0.00
H 0.01 0.00 0.00
H 0.00 0.00 -0.01

Computed, not measured: C2H5N3O2 in the gas phase, with ωB97M-V with the def2-TZVPD basis set.

Computed properties:
HOMO level, Eh: -0.34826
Max |F|, eV Å⁻¹: 2.73
SMILES: [H]/N=C(\C=N/O)NO
E_tot, hartree: -393.8247
HOMO-LUMO gap, eV: 10.2
Energy above the lowest of the compared OMol25 structures with the same formula, charge and spin, kcal/mol: 122.1

CARTESIAN COORDINATES (ANGSTROEM)
C 0.41124 0.02616 0.14112
C -0.84883 -0.87468 0.31344
H 2.27650 0.96698 -0.00062
H 1.73848 -1.45725 0.05954
H -0.43001 1.51428 0.87360
H -0.76443 -1.87244 0.72711
H -2.92672 0.72320 -1.04034
N 1.49595 -0.62935 -0.40807
N 0.44390 1.28446 0.45731
N -2.01216 -0.56383 -0.08919
O 2.66127 0.16794 -0.43692
O -2.04520 0.71454 -0.59699

Cartesian forces, eV/Å:
C -1.53 0.52 0.97
C 1.22 0.49 -0.42
H 0.76 0.23 -0.15
H 0.12 -1.48 0.59
H -0.73 0.59 0.13
H 0.12 0.01 0.02
H 0.94 0.25 0.52
N -0.18 1.31 -0.74
N 1.19 -2.33 -0.77
N 0.56 -0.13 0.40
O -0.94 0.43 0.39
O -1.53 0.11 -0.94

Computed, not measured: a molecular structure, C4H4HgLiO5, with ωB97M-V with the def2-TZVPD basis set.

Computed properties:
Spin multiplicity: 2
⟨S²⟩: 0.755
HOMO level (spin up / spin down), Eh: -0.58994 / -0.69513
Max |F|, eV Å⁻¹: 9.37
Total charge: +2
E_tot, hartree: -691.1854
HOMO-LUMO gap (spin up / spin down), eV: 4.5 / 7.4
Energy above the lowest of the compared OMol25 structures with the same formula, charge and spin, kcal/mol: 16.0

CARTESIAN COORDINATES (ANGSTROEM)
O -1.44818 1.01697 -0.14890
C -0.83928 1.26656 1.01205
C -1.60871 -0.37680 -0.26486
O 0.15679 1.95904 1.09938
O -1.08291 0.27521 1.84636
C -1.79991 -0.78719 1.17661
Li 1.93165 1.83680 0.49753
H 0.42934 -0.62990 -1.02722
H -2.12076 -0.73771 -1.15296
H -2.83531 -0.81510 1.53743
C 1.76982 -0.45496 -1.32984
O 2.43340 0.46099 -0.73556
O 2.32922 -1.15346 -2.19181
Hg 3.99196 -0.12187 -1.73994
H -1.30713 -1.73860 1.42173

Cartesian forces, eV/Å:
O -0.41 -0.12 -2.04
C 2.32 -2.70 -0.13
C -0.65 1.27 1.18
O -0.82 0.86 0.12
O -0.30 0.34 0.94
C 0.50 -0.52 -0.36
Li -0.60 0.52 0.52
H 3.38 0.46 -0.65
H 0.02 0.21 0.16
H 0.04 0.08 -0.28
C -5.97 -1.38 0.37
O -3.52 1.50 2.61
O -2.82 -1.14 0.03
Hg 9.01 0.30 -2.56
H -0.19 0.32 0.09

Computed, not measured: 2 unconnected molecules or ions with the total composition C3H6BrO2P, with ωB97M-V with the def2-TZVPD basis set.

Computed properties:
HOMO level (spin up / spin down), Eh: -0.30948 / -0.34643
Max |F|, eV Å⁻¹: 3.75
E_tot, hartree: -3183.6392
HOMO-LUMO gap (spin up / spin down), eV: 4.9 / 8.2
Energy above the lowest of the compared OMol25 structures with the same formula, charge and spin, kcal/mol: 71.7

CARTESIAN COORDINATES (ANGSTROEM)
C 0.46709 -0.71755 0.48901
C 1.91720 -1.54171 -1.28276
C -1.53082 1.37626 1.19661
O 1.29200 -0.43418 1.26925
O 0.53602 -1.29375 -0.68813
P -1.39655 -0.42699 0.81032
Br -2.75206 2.86371 -1.35005
H 1.68921 -1.39422 -2.34471
H 1.96920 -2.54540 -1.09076
H 2.71760 -0.99215 -0.70813
H -0.75656 1.77210 1.84691
H -2.50446 1.51431 1.62826
H -1.64786 1.81958 0.22419

Cartesian forces, eV/Å:
C -3.67 0.50 -0.57
C -1.77 1.89 0.94
C 0.20 -1.86 0.79
O 2.61 0.43 1.29
O 1.77 0.14 -1.01
P -0.08 0.01 0.20
Br -0.01 0.08 -0.05
H 0.87 0.44 0.37
H 0.91 -2.63 0.20
H -1.04 -0.24 -1.13
H 0.17 0.26 -0.38
H -0.41 0.01 0.50
H 0.46 0.97 -1.15

Computed, not measured: 2 unconnected molecules or ions with the total composition C29H28NO, with ωB97M-V with the def2-TZVPD basis set.

Computed properties:
HOMO level, Eh: -0.42430
Max |F|, eV Å⁻¹: 2.48
Total charge: +1
E_tot, hartree: -1251.5643
HOMO-LUMO gap, eV: 6.3
Energy above the lowest of the compared OMol25 structures with the same formula, charge and spin, kcal/mol: 33.1

CARTESIAN COORDINATES (ANGSTROEM)
C -3.73208 -0.28801 3.66974
C -2.74276 -0.08378 2.54738
C -3.31924 -0.35638 1.16916
N -1.52667 0.24575 2.78517
C -0.56318 -0.03189 1.68155
C 0.88169 -0.10765 2.09656
C 1.56710 -1.32913 2.14680
C 2.90628 -1.36193 2.54392
C 3.56708 -0.17192 2.87889
C 2.88481 1.04444 2.79300
C 1.54904 1.07708 2.39697
H -4.73334 -0.41894 3.25412
H -3.46755 -1.17634 4.26068
H -3.74532 0.56935 4.34485
H -4.40824 -0.27088 1.20585
H -2.94004 0.35990 0.42940
H -3.07647 -1.37221 0.82266
H -0.78939 -0.97528 1.15142
H -0.64786 0.78516 0.94205
H 1.03912 -2.24471 1.86698
H 3.44295 -2.31238 2.58938
H 4.61160 -0.18807 3.19614
H 3.38403 1.98076 3.04106
H 1.00378 2.02151 2.33058
C 6.00985 3.23185 2.94758
C 5.13449 4.30839 3.11685
C 4.43823 4.46840 4.31537
C 4.62111 3.51422 5.31995
O 3.76773 3.50902 6.43396
C 2.43622 3.15894 6.19338
C 2.09923 1.80480 6.05547
C 0.85001 1.47370 5.57957
C -0.13119 2.46601 5.27669
C -1.39676 2.05587 4.77196
C -2.50544 2.97633 4.67012
C -3.75835 2.70482 5.29564
C -4.83736 3.57088 5.15393
C -4.68898 4.77483 4.45039
C -3.44903 5.09706 3.87809
C -2.37708 4.21175 3.97383
C 0.21859 3.82455 5.57172
C 1.48709 4.16806 6.00139
C 5.55758 2.48432 5.20575
C 6.21938 2.32442 3.99002
H 6.53954 3.10354 2.00045
H 4.98440 5.03556 2.31732
H 3.74000 5.29041 4.48022
H 2.85122 1.04470 6.27595
H 0.59094 0.42536 5.41898
H -1.57289 0.98573 4.72782
H -3.84528 1.81556 5.92833
H -5.79998 3.30920 5.60078
H -5.53425 5.45786 4.35271
H -3.31848 6.04930 3.35936
H -1.41427 4.45926 3.51938
H -0.52450 4.61336 5.46297
H 1.77330 5.20781 6.17091
H 5.69916 1.80308 6.04499
H 6.91042 1.48841 3.86693

Cartesian forces, eV/Å:
C 0.06 0.31 0.14
C 0.03 -0.06 -0.32
C 0.20 -0.06 -0.06
N 0.09 -1.47 -0.65
C -0.31 0.52 -0.66
C 0.00 0.05 0.29
C -0.04 0.32 0.12
C 0.06 0.19 0.03
C -0.28 -0.08 -0.09
C -0.03 0.06 0.03
C 0.28 -0.25 0.19
H 0.11 0.00 0.29
H -0.02 0.19 -0.24
H -0.07 -0.22 -0.10
H 0.21 -0.04 -0.08
H 0.02 -0.24 0.15
H -0.02 0.23 0.06
H -0.26 0.39 0.30
H -0.02 -0.29 0.08
H 0.22 0.24 0.14
H -0.20 0.30 -0.03
H -0.32 -0.02 -0.12
H 0.04 -0.22 -0.06
H 0.22 -0.18 0.00
C -0.04 -0.01 -0.01
C 0.13 0.08 0.12
C 0.03 -0.47 0.22
C -0.17 -0.41 -0.67
O -1.24 0.05 0.60
C 1.44 0.03 -0.74
C 0.08 0.00 0.09
C -0.18 -0.28 -0.05
C 0.20 0.00 -0.38
C 0.52 0.68 2.33
C -0.86 0.93 -0.59
C 0.48 -0.26 -0.34
C 0.18 0.18 0.05
C 0.37 -0.30 -0.05
C -0.09 -0.12 0.12
C -0.05 -0.29 0.28
C 0.02 0.18 0.02
C -0.37 0.05 -0.03
C -0.54 0.16 -0.12
C 0.22 0.24 0.07
H -0.21 0.04 0.33
H 0.11 -0.25 0.20
H 0.19 -0.25 -0.16
H -0.26 0.24 -0.16
H 0.13 0.27 -0.08
H -0.02 0.26 0.08
H -0.09 0.31 -0.31
H 0.39 0.15 -0.07
H 0.28 -0.21 0.02
H -0.06 -0.36 0.12
H -0.44 -0.11 -0.05
H 0.24 -0.26 0.05
H -0.15 -0.36 -0.01
H -0.06 0.11 -0.28
H -0.16 0.30 0.00

Computed, not measured: C5H7FN2 in the gas phase, with ωB97M-V with the def2-TZVPD basis set.

Computed properties:
HOMO level, Eh: -0.27613
Max |F|, eV Å⁻¹: 3.46
SMILES: [H]/N=C(\F)N1C(C)=C1C
E_tot, hartree: -403.9340
HOMO-LUMO gap, eV: 8.2
Energy above the lowest of the compared OMol25 structures with the same formula, charge and spin, kcal/mol: 108.4

CARTESIAN COORDINATES (ANGSTROEM)
C 0.67652 -0.59941 0.10590
C 0.66600 0.73235 0.25560
C -1.86554 -0.18119 -0.16924
C 1.47335 -1.88267 0.04172
C 0.78922 2.19027 0.04418
N -0.62577 -0.18624 0.37834
N -2.67366 -1.10001 -0.19664
F -2.16295 1.16709 -0.33639
H 1.59504 -2.35194 1.13230
H 0.82855 -2.63345 -0.40665
H 2.42335 -1.72386 -0.41315
H 1.56728 2.49401 -0.72521
H -0.27736 2.50149 -0.13817
H 1.17053 2.77382 0.95532
H -3.58455 -1.20027 -0.52789

Cartesian forces, eV/Å:
C 2.09 1.94 0.31
C -0.86 -3.12 -1.24
C 0.78 1.48 0.53
C -1.82 -0.37 2.81
C 0.56 1.13 0.87
N -0.10 0.34 1.49
N 1.23 -1.85 0.09
F -0.66 -0.01 -0.56
H -0.04 1.36 -2.07
H 0.32 -0.07 -0.64
H 0.55 -0.11 -0.39
H -1.36 -0.63 0.43
H 1.38 0.20 -0.26
H -0.77 -1.07 -0.84
H -1.30 0.77 -0.52